(1)
A structure of composition C47H126N12O14. Source: OMol25; level of theory: ωB97M-V with the def2-TZVPD basis set.

Properties
energy relative to the best compared isomer or geometry (same formula, charge and spin) = 0.0 kJ/mol
gap between HOMO and LUMO = 8.30 eV

Geometry as ORCA input:
```
! RIJCOSX wB97M-V def2-TZVPD def2/J DEFGRID3
* xyz 0 1
C -12.110 4.752 8.225
O -13.343 4.842 8.230
N -11.481 3.607 7.834
N -11.335 5.784 8.612
H -10.479 3.598 7.829
H -12.068 2.808 7.697
H -10.347 5.675 8.466
H -11.806 6.625 8.886
C -7.209 8.125 11.493
O -7.539 9.418 11.973
C -8.918 9.612 12.108
C -9.228 10.990 12.691
N -9.160 12.094 11.752
C -7.926 12.250 10.977
C -8.002 13.628 10.311
O -7.051 13.643 9.263
C -7.322 14.529 8.219
H -7.370 8.199 10.409
H -7.825 7.313 11.890
H -6.160 7.911 11.679
H -9.301 8.887 12.845
H -9.459 9.470 11.159
H -8.588 11.131 13.566
H -10.213 10.889 13.154
H -9.920 12.057 11.078
H -7.850 11.492 10.199
H -7.078 12.280 11.660
H -7.849 14.366 11.101
H -8.982 13.743 9.830
H -6.537 14.464 7.469
H -7.336 15.572 8.563
H -8.262 14.330 7.692
C -13.772 3.433 3.764
O -14.269 4.751 3.721
C -14.290 5.300 5.033
C -14.248 6.823 5.015
N -15.430 7.357 4.298
C -15.338 8.783 3.994
C -14.936 9.664 5.172
O -13.516 9.790 5.253
C -13.049 10.529 6.344
H -14.264 2.769 4.483
H -12.706 3.423 4.017
H -13.897 2.981 2.779
H -13.446 4.983 5.656
H -15.170 4.922 5.563
H -13.316 7.172 4.561
H -14.222 7.155 6.054
H -15.344 6.904 3.383
H -16.304 9.101 3.602
H -14.583 8.955 3.212
H -15.259 9.218 6.120
H -15.409 10.647 5.094
H -12.015 10.242 6.543
H -13.621 10.318 7.259
H -13.099 11.621 6.247
C -11.086 10.691 3.015
O -9.982 9.921 2.582
C -10.239 8.536 2.563
C -10.559 7.807 3.881
N -9.552 8.158 4.874
C -9.987 7.979 6.251
C -9.217 8.890 7.194
O -9.138 10.188 6.706
C -8.522 11.081 7.619
H -10.760 11.719 2.845
H -11.348 10.572 4.069
H -11.976 10.499 2.404
H -9.377 8.019 2.126
H -10.999 8.312 1.810
H -10.768 6.758 3.689
H -11.518 8.280 4.143
H -9.354 9.152 4.786
H -9.900 6.910 6.475
H -11.080 8.083 6.370
H -8.224 8.430 7.319
H -9.651 8.733 8.192
H -7.434 10.949 7.585
H -8.773 10.831 8.651
H -8.739 12.104 7.375
C -12.701 7.471 -0.582
C -13.579 7.275 0.620
C -14.951 6.675 0.346
O -15.694 6.560 1.553
C -16.607 5.486 1.605
N -12.863 6.445 1.604
H -11.794 7.978 -0.242
H -13.117 8.160 -1.321
H -12.325 6.574 -1.079
H -13.759 8.269 1.045
H -14.859 5.694 -0.137
H -15.571 7.297 -0.316
H -16.916 5.376 2.646
H -16.280 4.534 1.191
H -17.546 5.815 1.140
H -12.451 5.630 1.147
H -13.552 5.959 2.177
C -3.609 10.946 2.999
C -4.279 12.244 2.576
C -5.550 12.514 3.359
O -6.450 11.407 3.343
C -7.503 11.610 4.282
N -3.307 13.342 2.796
H -4.202 10.064 2.745
H -3.529 10.924 4.090
H -2.616 10.754 2.589
H -4.520 12.179 1.508
H -6.023 13.357 2.842
H -5.287 12.783 4.385
H -7.835 12.651 4.230
H -7.190 11.349 5.299
H -8.282 10.888 4.031
H -2.489 13.091 2.247
H -3.690 14.116 2.248
C -11.273 14.576 3.935
C -9.987 14.054 4.552
C -8.873 15.073 4.642
O -7.642 14.555 5.104
C -6.511 15.225 4.617
N -10.332 13.455 5.839
H -11.100 14.855 2.892
H -11.550 15.461 4.508
H -12.062 13.828 3.910
H -9.512 13.291 3.912
H -9.180 15.906 5.293
H -8.776 15.566 3.668
H -5.597 14.802 5.028
H -6.548 16.307 4.774
H -6.397 15.094 3.532
H -9.547 13.194 6.401
H -10.971 12.677 5.764
C -7.047 10.365 -0.009
C -8.212 11.373 0.103
C -9.533 10.906 0.727
O -10.309 10.258 -0.266
C -11.589 9.841 0.187
N -7.678 12.506 0.905
H -6.798 9.951 0.972
H -6.131 10.870 -0.311
H -7.357 9.596 -0.716
H -8.394 11.775 -0.895
H -10.072 11.796 1.061
H -9.274 10.220 1.541
H -11.986 9.153 -0.556
H -12.307 10.662 0.284
H -11.418 9.383 1.165
H -7.428 12.167 1.837
H -8.495 13.092 1.075
C -9.463 4.069 4.893
C -7.969 4.376 4.842
C -7.436 4.550 3.414
O -7.626 3.355 2.698
C -7.490 3.449 1.311
N -7.779 5.637 5.567
H -9.683 3.316 4.127
H -10.155 4.892 4.717
H -9.753 3.589 5.825
H -7.383 3.630 5.378
H -6.349 4.719 3.447
H -7.900 5.425 2.938
H -8.232 4.153 0.908
H -7.758 2.519 0.810
H -6.498 3.762 0.973
H -8.358 6.439 5.322
H -6.856 6.016 5.368
C -2.234 7.577 3.688
C -2.585 8.011 5.098
C -3.713 7.212 5.715
O -5.037 7.467 5.319
C -5.404 8.831 5.235
N -1.379 7.780 5.922
H -1.692 6.631 3.644
H -1.570 8.261 3.151
H -3.132 7.489 3.067
H -2.733 9.096 5.108
H -3.741 7.432 6.800
H -3.442 6.155 5.788
H -6.480 8.946 5.124
H -4.947 9.309 4.365
H -5.034 9.334 6.137
H -1.670 7.730 6.891
H -0.657 8.465 5.768
C -12.924 11.893 11.838
C -12.459 10.692 11.025
C -13.666 9.962 10.437
O -13.180 8.804 9.791
C -14.171 7.955 9.216
N -11.586 11.190 9.946
H -12.093 12.408 12.323
H -13.593 11.588 12.646
H -13.442 12.659 11.257
H -11.832 10.016 11.609
H -14.197 10.629 9.748
H -14.344 9.643 11.239
H -13.634 7.347 8.496
H -15.037 8.459 8.782
H -14.525 7.318 10.031
H -11.542 10.457 9.230
H -12.187 11.836 9.421
*
```


(2)
A structure of composition C2H5ClO. Source: OMol25; level of theory: ωB97M-V with the def2-TZVPD basis set.

Properties
energy relative to the best compared isomer or geometry (same formula, charge and spin) = 373.9 kJ/mol
gap between HOMO and LUMO = 10.58 eV

Geometry as ORCA input:
```
! RIJCOSX wB97M-V def2-TZVPD def2/J DEFGRID3
* xyz 0 1
C -0.447 0.540 0.203
C 0.744 -0.593 0.024
H -2.355 0.419 -1.226
H 0.196 1.624 -0.199
H -0.528 0.359 1.503
H 0.486 -1.179 -0.843
H 1.161 -1.143 1.059
O -1.756 -0.149 -0.292
Cl 2.498 0.123 -0.229
*
```


(3)
A structure of composition C25H19IN6O3S7Zn. Source: OMol25; level of theory: ωB97M-V with the def2-TZVPD basis set.

Properties
gap between HOMO and LUMO = 4.96 eV

Geometry as ORCA input:
```
! RIJCOSX wB97M-V def2-TZVPD def2/J DEFGRID3
* xyz -2 1
Zn 1.491 -0.442 -1.076
C 1.675 3.469 -1.961
C 1.331 3.404 -0.504
C 1.122 4.616 0.201
C 0.833 4.571 1.527
C 0.747 3.324 2.185
C 0.486 3.241 3.570
C 0.437 2.007 4.159
C 0.623 0.849 3.399
C 0.857 0.869 2.031
S 1.016 -0.646 1.215
C 0.945 2.160 1.403
N 1.234 2.233 0.077
H 2.062 4.456 -2.218
H 0.791 3.283 -2.572
H 2.409 2.707 -2.216
H 1.198 5.557 -0.329
H 0.673 5.478 2.098
H 0.339 4.153 4.137
H 0.251 1.917 5.224
H 0.583 -0.119 3.881
O 7.999 -1.734 -3.566
C 6.863 -1.561 -3.176
S 5.799 -0.295 -3.775
C 4.384 -0.703 -2.810
C 4.498 -1.749 -1.965
S 3.284 -2.340 -0.888
S 6.068 -2.557 -1.965
S 2.980 0.313 -2.979
N -2.884 -3.261 5.216
C -3.002 -2.736 3.916
C -3.727 -3.414 2.944
C -3.856 -2.878 1.670
C -3.266 -1.666 1.363
C -2.539 -0.984 2.331
C -2.418 -1.511 3.601
S -3.366 -0.994 -0.283
O -3.793 0.381 -0.143
O -4.245 -1.883 -1.023
N -1.884 -0.978 -0.805
C -1.296 -2.038 -1.327
S -2.103 -3.577 -1.639
C -0.608 -4.220 -2.222
C 0.353 -3.278 -2.165
N -0.017 -2.060 -1.665
H -2.930 -4.270 5.237
H -2.052 -2.938 5.690
H -4.183 -4.368 3.182
H -4.406 -3.398 0.899
H -2.051 -0.055 2.076
H -1.844 -0.981 4.350
H -0.527 -5.229 -2.580
H 1.383 -3.405 -2.456
I -3.263 3.167 -3.486
C -1.587 1.995 -3.242
C -0.822 1.432 -4.241
N 0.147 0.747 -3.624
N 0.062 0.845 -2.297
C -0.992 1.593 -2.040
H -0.909 1.470 -5.311
H 0.955 0.258 -3.999
H -1.310 1.774 -1.033
*
```


Number 1: DFT total energy -97316.653 eV, maximum force 8.53 eV Å⁻¹. Number 2: DFT total energy -16720.447 eV, maximum force 6.07 eV Å⁻¹. Number 3: DFT total energy -173687.285 eV, maximum force 0.74 eV Å⁻¹.